Arrangement P

{"formula": "C2H2O2", "method": "ωB97M-V with the def2-TZVPD basis set", "gap_ev": [8.90, 8.87], "species": ["C", "C", "O", "O", "H", "H"], "xyz": [[-0.3486, 1.7324, 0.8728], [0.1019, -1.3148, -0.8918], [-1.3328, 1.6690, 1.4685], [0.6970, 1.6677, 0.3834], [1.2541, -1.5229, -0.6939], [-0.3715, -2.2314, -1.1390]]}



Arrangement Q

{"formula": "C2H2O2", "method": "ωB97M-V with the def2-TZVPD basis set", "gap_ev": 9.26, "smiles": "O=CC=O", "species": ["C", "C", "H", "H", "O", "O"], "xyz": [[0.8348, 0.0221, -0.0862], [-0.7895, 0.0211, 0.0029], [1.3445, 0.9886, -0.0001], [-1.3101, 0.9204, 0.1070], [1.4023, -1.0024, 0.0136], [-1.4820, -0.9498, -0.0371]]}



Arrangement R

{"formula": "C2H2O2", "method": "ωB97M-V with the def2-TZVPD basis set", "gap_ev": 9.04, "smiles": "O=CC=O", "species": ["C", "C", "O", "O", "H", "H"], "xyz": [[0.7888, 0.3506, 0.0639], [-0.7279, -0.3036, 0.0601], [1.8723, -0.2043, 0.1584], [-1.8684, 0.1330, 0.1550], [0.6089, 1.3616, -0.2148], [-0.6735, -1.3373, -0.2227]]}



Arrangement S

{"formula": "C2H2O2", "method": "ωB97M-V with the def2-TZVPD basis set", "gap_ev": [8.85, 8.85], "species": ["C", "C", "O", "O", "H", "H"], "xyz": [[-0.0068, -0.2062, 0.1156], [-0.7243, 0.7199, -0.3402], [0.9978, -0.7576, 0.5249], [1.8592, -2.0105, 0.9273], [-1.8096, 0.7487, -0.3020], [-0.3163, 1.5056, -0.9256]]}



Result of the stability comparison: arrangement Q is the most stable of them.



Arrangement P

{"formula": "C5H7NO2", "method": "ωB97M-V with the def2-TZVPD basis set", "gap_ev": 10.20, "smiles": "C=C1CCON=CO1", "species": ["C", "C", "C", "C", "C", "H", "H", "H", "H", "H", "H", "H", "N", "O", "O"], "xyz": [[2.0409, -0.3735, -0.5841], [0.8899, -0.4343, 0.0243], [0.1857, 0.6463, 0.7889], [-0.8094, 1.1857, -0.2391], [-1.2602, -1.5297, 0.1487], [2.4925, -1.2549, -1.0689], [2.7334, 0.4954, -0.7554], [-0.2649, 0.2056, 1.8041], [0.8836, 1.4800, 1.0487], [-0.3424, 1.8484, -0.9622], [-1.3002, 2.0715, 0.3800], [-1.6131, -2.4207, 0.7401], [-2.1346, -0.6666, -0.1253], [-1.5921, 0.3069, -0.9874], [0.0909, -1.5601, -0.2123]]}



Arrangement Q

{"formula": "C5H7NO2", "method": "ωB97M-V with the def2-TZVPD basis set", "gap_ev": 9.34, "species": ["C", "C", "C", "C", "C", "H", "H", "H", "H", "H", "H", "H", "N", "O", "O"], "xyz": [[-0.4036, -1.2921, 1.0339], [-0.1127, -0.5512, -0.3782], [-0.4339, 0.7733, -0.7631], [1.2012, 1.0968, 0.7136], [1.0114, 0.4107, -0.6689], [-1.4060, -1.7695, 0.9265], [0.1670, -2.0031, 1.4704], [-0.9617, -0.3909, 1.7873], [-1.1903, -1.0975, -1.9901], [-0.9335, 1.2322, -1.7085], [2.2514, 1.2266, 0.8526], [1.5639, 0.6036, -1.7179], [0.2469, 1.6099, 1.3531], [-0.0582, -1.4191, -1.3366], [-0.9419, 1.5704, 0.4260]]}



Result of the stability comparison: arrangement P is the most stable of them.



Arrangement P

{"formula": "C5H7NO2", "method": "ωB97M-V with the def2-TZVPD basis set", "gap_ev": 9.02, "species": ["C", "C", "C", "C", "C", "O", "N", "O", "H", "H", "H", "H", "H", "H", "H"], "xyz": [[1.2988, -0.3923, -1.0231], [-1.2458, -0.3192, -0.0022], [-1.0601, 1.3808, -0.2534], [0.4464, -0.3125, 0.1998], [0.8490, -0.4206, 1.4574], [-1.4861, -0.9417, -1.2156], [-0.8970, 2.4616, 0.1896], [-1.9339, -0.5932, 0.9860], [-2.2636, -1.5005, -1.0756], [-0.2638, 2.9546, 0.7988], [0.9751, -1.2168, -1.6576], [2.3451, -0.5401, -0.7538], [1.2236, 0.5190, -1.6202], [0.1280, -0.4603, 2.2630], [1.8840, -0.6189, 1.7068]]}



Arrangement Q

{"formula": "C5H7NO2", "method": "ωB97M-V with the def2-TZVPD basis set", "gap_ev": 8.84, "smiles": "CO/C=C(\\C#N)OC", "species": ["C", "C", "C", "C", "C", "H", "H", "H", "H", "H", "H", "H", "N", "O", "O"], "xyz": [[-2.4129, 0.1944, 0.0814], [-0.5889, -1.3753, -0.2093], [0.3045, -0.3368, -0.1647], [2.6239, 0.1133, 0.2730], [0.0350, 1.1182, -0.3327], [-1.8095, 0.9736, 0.6745], [-2.3040, 0.5870, -0.8799], [-3.3153, 0.1528, 0.6090], [0.0067, -2.4129, -0.2842], [2.4407, 1.1057, 0.3422], [3.5068, 0.0132, -0.2894], [2.4703, -0.2680, 1.3939], [-0.7285, 2.1732, -0.3991], [-1.8410, -1.2943, -0.1429], [1.6123, -0.7442, -0.6718]]}



Arrangement R

{"formula": "C5H7NO2", "method": "ωB97M-V with the def2-TZVPD basis set", "gap_ev": 10.07, "smiles": "OCCc1cnco1", "species": ["C", "C", "C", "C", "C", "H", "H", "H", "H", "H", "H", "H", "N", "O", "O"], "xyz": [[-1.4603, 1.1677, 0.3677], [-0.5970, 0.7593, -0.7829], [0.4546, -0.2252, -0.5425], [1.1015, -1.3579, -1.0377], [2.0654, -0.9423, 0.8364], [-1.4388, -0.5455, 1.4874], [-2.3526, 1.7092, 0.1009], [-0.8973, 1.6606, 1.0815], [-1.2581, 0.4653, -1.5464], [-0.1834, 1.7048, -1.2548], [0.9057, -1.8290, -1.9827], [2.4498, -0.7978, 1.8625], [2.1184, -1.7737, -0.1228], [-2.0293, -0.0329, 0.8933], [1.1215, 0.0374, 0.6404]]}



Result of the stability comparison: arrangement R is the most stable of them.